Entry from OMol25: a molecular structure, C26H42Cl3CrN4O4Si (wB97M-V/def2-TZVPD).

```
! RIJCOSX wB97M-V def2-TZVPD def2/J DEFGRID3
* xyz -1 5
C -1.9362 -2.6820 -4.7902
C -0.9266 -3.1200 -3.7648
H -1.6769 -3.0700 -5.7818
H -1.9699 -1.5897 -4.8976
H -2.9738 -3.0232 -4.5278
C -0.6125 -4.4907 -3.7244
C -0.6407 -5.4057 -4.8975
H -0.6337 -5.0309 -2.7552
H -0.0915 -5.0251 -5.7761
H -1.5751 -5.8506 -5.2833
H -0.0354 -6.2607 -4.5586
Cr -0.4079 1.4261 0.4250
Cl -2.5801 1.9276 0.9497
Cl 1.0391 2.6883 -1.0227
H 1.4431 5.7851 3.4732
H -1.1446 6.3406 3.1872
C 1.4294 5.3329 2.4768
C -0.9408 6.0202 2.1561
N 0.0678 4.9707 2.1216
H 2.1027 4.4734 2.4354
C -0.3697 3.7158 1.9878
O 0.3047 2.6621 2.0030
H -1.8522 5.5703 1.7303
H -1.4599 3.6853 1.8419
H 1.7608 6.0986 1.7652
H -0.6220 6.8679 1.5395
H 1.9453 -0.3473 -3.5442
H 2.4709 -3.2840 -2.5307
C 2.9243 -0.3457 -3.0251
C 3.3315 -2.6834 -2.2081
N 2.9290 -1.3120 -1.9357
H 3.1188 0.6644 -2.6260
C 2.7461 -0.9100 -0.6420
O 2.4536 0.2554 -0.2836
H 3.7279 -3.1080 -1.2811
H 2.8877 -1.7366 0.0917
H 3.6884 -0.6384 -3.7619
H 4.0920 -2.7085 -2.9940
O -0.0684 -2.0125 -3.2146
C -1.1177 -2.4466 -2.3576
C 0.4660 -3.1987 -0.4818
C -0.8125 -3.1514 -1.0674
H 1.2663 -2.6539 -0.9729
C 0.7044 -3.9160 0.6883
H -1.8893 -1.6864 -2.3373
C -1.8977 -3.6017 -0.2751
H 1.7272 -4.0225 1.0700
C -0.3597 -4.5394 1.3546
C -1.6713 -4.3233 0.8953
H -2.9235 -3.3705 -0.5810
H -0.1928 -5.1474 2.2501
H -2.5217 -4.7239 1.4533
Si -0.1286 2.3730 -3.2261
Cl -0.8801 -0.0429 -1.0280
C 1.4104 2.7812 -4.1619
C -1.0957 3.8388 -2.4924
C -1.3024 1.8335 -4.6465
H 2.3162 2.3700 -3.7123
H 1.4759 3.8751 -4.2137
H 1.2775 2.3725 -5.1719
H -0.8067 1.1185 -5.3154
H -1.4518 2.7806 -5.1989
H -2.2796 1.4416 -4.3353
H -1.6080 3.5619 -1.5595
H -1.8399 4.1872 -3.2131
H -0.3726 4.6568 -2.2846
N -2.2092 -2.8053 4.9837
C -2.2420 -2.4249 3.6542
O -3.1994 -2.6961 2.9276
C -1.0151 -1.7425 3.1329
C 0.2528 -1.8999 3.7041
C 1.3385 -1.1864 3.2084
C 1.1124 -0.2415 2.2081
N -0.1147 -0.0647 1.7003
C -1.1329 -0.8828 2.0340
H -3.0917 -3.1400 5.3355
H -1.6227 -2.3314 5.6604
H 0.3812 -2.5705 4.5545
H 2.3475 -1.2962 3.5944
H 1.9117 0.3724 1.8029
H -2.0490 -0.7562 1.4519
*
```

Results
**<S²>**: 6.02
**Energy above the lowest of the compared OMol25 structures with the same formula, charge and spin**: 3.7645 eV
**E_tot**: -115661.22184 eV
**HOMO-LUMO gap (spin up / spin down)**: 2.94 / 2.92 eV
**HOMO (spin up / spin down)**: -1.16 / -1.15 eV

---

Entry from OMol25: a molecular structure, C26H42F6O16Pb (wB97M-V/def2-TZVPD).

```
! RIJCOSX wB97M-V def2-TZVPD def2/J DEFGRID3
* xyz 0 1
Pb 17.0346 -19.7514 0.0978
C 13.5958 -19.1801 -2.9259
O 14.8649 -18.5409 -3.0828
O 13.6817 -19.8373 -1.6896
C 12.3307 -18.1721 -3.0761
F 11.1231 -18.7497 -2.7850
F 12.4726 -17.0498 -2.3490
F 12.2292 -17.8710 -4.3512
C 15.0121 -17.6205 -4.1450
C 16.4028 -16.9886 -4.0392
H 17.1126 -17.8088 -3.9316
H 16.6615 -16.3557 -4.8881
H 16.4664 -16.3134 -3.1859
H 14.2892 -16.8068 -4.0859
H 14.8607 -18.0779 -5.1227
H 13.5585 -19.8592 -3.7777
C 20.1135 -24.7143 1.7765
O 19.6195 -26.0896 2.0059
O 18.9967 -23.8569 1.8899
C 21.4861 -24.4657 2.6097
F 21.3751 -24.3483 3.8868
F 22.2814 -25.4691 2.4006
F 22.0634 -23.2828 2.2216
C 19.9856 -27.2147 1.1949
C 19.4131 -28.5165 1.6943
H 19.5990 -28.7539 2.7418
H 18.3444 -28.5738 1.4878
H 19.7943 -29.3273 1.0735
H 21.0684 -27.2985 1.1033
H 19.6967 -27.1132 0.1488
H 20.4417 -24.7400 0.7374
C 21.0896 -18.4011 4.8406
O 21.5530 -17.4053 3.8895
C 20.6881 -16.8336 3.0885
O 19.5828 -17.3479 2.8018
O 21.2255 -15.6674 2.6782
C 20.4595 -14.8231 1.8830
H 21.9592 -18.8232 5.3442
H 20.4412 -19.1869 4.4529
H 20.6299 -17.8351 5.6509
H 19.7529 -14.2527 2.4860
H 19.9094 -15.4038 1.1425
H 21.0564 -14.1332 1.2865
C 18.2734 -22.3567 -5.9245
O 17.5906 -23.4835 -5.3936
C 17.2360 -23.4835 -4.1035
O 17.6100 -22.6169 -3.3531
O 16.4827 -24.5788 -3.8372
C 16.2383 -24.9334 -2.5178
H 17.8627 -21.3589 -5.7704
H 18.3350 -22.5103 -7.0019
H 19.3057 -22.3847 -5.5756
H 17.1392 -25.3529 -2.0700
H 15.4090 -25.6408 -2.5278
H 15.8522 -24.1376 -1.8809
O 15.1758 -20.4024 4.4331
C 14.9172 -20.9931 5.5196
O 14.5243 -20.2614 6.6155
C 14.4006 -21.2018 7.7292
C 15.0381 -22.5110 7.3763
C 14.8078 -22.4808 5.8411
H 13.3559 -21.4536 7.9118
H 14.8546 -20.8487 8.6551
H 14.5270 -23.3908 7.7671
H 16.0887 -22.5908 7.6556
H 13.8257 -22.9057 5.6335
H 15.5647 -23.0175 5.2690
O 14.7906 -15.6501 1.0981
C 14.0287 -14.8130 1.6576
O 14.3469 -13.5088 1.7004
C 13.2619 -12.7631 2.3108
C 12.0029 -13.6614 2.1911
C 12.6595 -15.0259 2.2725
H 13.1395 -11.9232 1.6270
H 13.5713 -12.4663 3.3130
H 11.5954 -13.5052 1.1923
H 11.1818 -13.5017 2.8899
H 12.1967 -15.8506 1.7306
H 12.7809 -15.2524 3.3318
O 21.7128 -19.0906 -1.3535
C 22.9096 -19.0020 -1.6956
O 23.4220 -19.1843 -2.9914
C 24.8572 -19.0737 -2.9372
C 25.3221 -18.9286 -1.4783
C 24.0050 -18.5928 -0.6923
H 25.2233 -18.2443 -3.5423
H 25.1685 -20.0176 -3.3847
H 26.0534 -18.1216 -1.5244
H 25.8180 -19.8231 -1.1014
H 23.9950 -17.5090 -0.5766
H 23.8196 -19.1306 0.2375
*
```

Results
**Energy above the lowest of the compared OMol25 structures with the same formula, charge and spin**: 12.3250 eV
**E_tot**: -81945.61272 eV
**HOMO-LUMO gap**: 3.08 eV
**HOMO**: -6.88 eV

---

Entry from OMol25: a molecular structure, C26H42N3Si2V (wB97M-V/def2-TZVPD).

```
! RIJCOSX wB97M-V def2-TZVPD def2/J DEFGRID3
* xyz -1 4
V -0.0791 0.1636 0.0431
C 3.3050 0.9035 -1.6843
C 3.2497 0.4402 -0.2571
C 4.3168 0.6028 0.6128
C 4.1499 0.2049 1.9441
C 2.9634 -0.3357 2.3755
C 1.9284 -0.5265 1.4275
N 2.1202 -0.1501 0.1348
N 0.6782 -0.9644 1.6433
Si 0.0057 -1.6876 3.0547
C -0.2411 -0.4650 4.4621
C -1.6712 -2.3722 2.5956
C 1.1091 -3.0894 3.6623
H 3.9174 0.2331 -2.2927
H 3.7302 1.9053 -1.7452
H 2.2970 0.9366 -2.0924
H 5.2351 1.0608 0.2713
H 4.9572 0.3562 2.6527
H 2.8022 -0.5844 3.4153
H -0.9250 0.3232 4.1369
H 0.6877 0.0033 4.7955
H -0.6911 -0.9670 5.3248
H -2.2281 -1.6110 2.0435
H -2.2489 -2.6528 3.4800
H -1.5792 -3.2510 1.9515
H 2.0132 -2.7229 4.1527
H 1.4154 -3.7234 2.8270
H 0.5708 -3.7131 4.3819
C 1.2552 5.9090 -2.0483
Si 0.5332 5.2285 -0.4478
C 1.6199 5.7927 0.9804
C -1.1905 5.9388 -0.2115
C 0.4561 3.4208 -0.4870
C 0.2623 2.2236 -0.2962
H 1.3055 7.0014 -2.0252
H 0.6431 5.6132 -2.9027
H 2.2638 5.5229 -2.2096
H 1.7364 6.8802 0.9885
H 2.6101 5.3383 0.9099
H 1.1830 5.4864 1.9332
H -1.1754 7.0306 -0.1494
H -1.6402 5.5440 0.7014
H -1.8386 5.6492 -1.0413
C -6.3468 0.7304 2.7917
C -4.8769 0.9693 2.5525
C -4.1347 1.7123 3.4570
C -2.7695 1.8911 3.2226
C -1.9216 2.6880 4.1807
C -2.1926 1.3472 2.0953
C -2.9110 0.5997 1.1203
C -4.2835 0.4188 1.4200
N -2.1653 0.0707 0.1016
C -2.6650 -0.5168 -1.1506
C -4.1721 -0.7171 -1.3447
C -2.1673 0.3794 -2.2960
C -2.0264 -1.9072 -1.3032
H -6.6756 1.1999 3.7201
H -6.5719 -0.3369 2.8591
H -6.9529 1.1370 1.9782
H -4.6023 2.1381 4.3389
H -2.5209 3.0796 5.0046
H -1.4471 3.5323 3.6750
H -1.1180 2.0818 4.6059
H -1.1383 1.5301 1.9245
H -4.9237 -0.1755 0.7913
H -4.7215 0.2242 -1.3033
H -4.5861 -1.4099 -0.6152
H -4.3295 -1.1561 -2.3342
H -2.5331 1.3979 -2.1628
H -2.4793 0.0019 -3.2756
H -1.0702 0.4387 -2.3076
H -2.4069 -2.5822 -0.5352
H -0.9354 -1.8662 -1.1909
H -2.2300 -2.3356 -2.2901
*
```

Results
**<S²>**: 3.76
**Energy above the lowest of the compared OMol25 structures with the same formula, charge and spin**: 0.0000 eV
**E_tot**: -73560.78417 eV
**HOMO-LUMO gap (spin up / spin down)**: 6.14 / 6.55 eV
**HOMO (spin up / spin down)**: -3.30 / -3.76 eV

---

Entry from OMol25: a molecular structure, C26H42N3Sn (wB97M-V/def2-TZVPD).

```
! RIJCOSX wB97M-V def2-TZVPD def2/J DEFGRID3
* xyz 1 1
C 1.5902 -2.1556 0.1279
C 2.0797 -1.4796 -1.0362
C 1.0984 -1.5970 -2.0572
C 0.0002 -2.3426 -1.5343
C 0.2863 -2.6622 -0.1782
Sn 0.1887 0.3217 0.6947
C -2.8551 1.7563 -1.6149
C -2.3060 1.4714 -0.4382
H -2.3981 2.1806 0.3749
C -1.9482 0.0727 -0.0513
H -1.8488 -0.6534 -0.8395
H -2.4973 -0.3328 0.7858
C -2.9841 3.2891 -2.0187
H -2.5151 4.0661 -1.3734
H -2.8121 3.6049 -3.0736
H -4.0545 3.2799 -1.8203
C -2.5170 0.8550 -2.8774
H -1.6087 0.1679 -2.8850
H -3.4214 0.2676 -2.7211
H -2.5459 1.3612 -3.8761
C 3.3941 -0.8046 -1.1456
H 3.5630 -0.0965 -0.3186
H 4.2149 -1.5402 -1.1191
H 3.4778 -0.2460 -2.0859
C 1.2392 -1.0609 -3.4303
H 1.5004 0.0074 -3.4172
H 2.0395 -1.5903 -3.9761
H 0.3122 -1.1783 -4.0044
C -1.1955 -2.7995 -2.2807
H -1.2501 -2.3352 -3.2717
H -1.1584 -3.8914 -2.4283
H -2.1297 -2.5858 -1.7424
C -0.5499 -3.4622 0.7464
H -1.5681 -3.5897 0.3565
H -0.1202 -4.4687 0.8816
H -0.6186 -3.0006 1.7439
C 2.3470 -2.4423 1.3722
H 1.7419 -2.2804 2.2761
H 2.6622 -3.5008 1.3901
H 3.2582 -1.8334 1.4416
C 0.7995 2.7584 -1.2598
C 0.2251 2.6524 -2.3655
C 2.2870 3.0505 -1.5553
C 0.2248 2.3815 -3.7253
H -0.4944 2.9453 -0.9329
C 2.6046 2.8583 -2.9584
H 2.8740 3.3395 -0.7549
C 1.6933 2.5418 -3.9097
H -0.5073 2.1926 -4.3357
H 3.6184 2.9963 -3.2420
H 1.8960 2.3775 -4.9721
C -2.7482 -0.3003 4.5377
N -1.3787 -0.0559 4.9774
C -1.2446 0.3961 6.3501
C -0.3857 0.0538 4.0516
N -0.7110 -0.0975 2.7655
N 0.8873 0.3146 4.4285
C 1.4377 -0.1234 5.7002
C 1.8632 0.6630 3.4048
H -3.3819 -0.3332 5.4256
H -2.8240 -1.2654 4.0198
H -3.1164 0.5030 3.8789
H -0.8112 -0.3856 6.9888
H -0.6523 1.3172 6.4260
H -2.2501 0.6065 6.7277
H -1.7012 -0.3361 2.7304
H 1.0111 -1.0808 6.0321
H 2.5178 -0.2595 5.5691
H 1.2995 0.6356 6.4828
H 2.1528 -0.2183 2.8076
H 1.4603 1.4525 2.7528
H 2.7597 1.0461 3.9057
*
```

Results
**E_tot**: -37928.48723 eV
**HOMO-LUMO gap (spin up / spin down)**: 3.69 / 4.15 eV
**HOMO (spin up / spin down)**: -8.30 / -8.45 eV

---

Entry from OMol25: a molecular structure, C26H43Cl2InN2PS (wB97M-V/def2-TZVPD).

```
! RIJCOSX wB97M-V def2-TZVPD def2/J DEFGRID3
* xyz -1 1
P 0.8431 -0.0239 -1.1230
C -0.1709 -1.2525 -2.1322
C 0.5236 -2.1221 -3.1901
C -0.5157 -2.8945 -4.0191
C -1.4197 -3.7513 -3.1249
C -2.0946 -2.8994 -2.0429
C -1.0552 -2.1190 -1.2225
C 1.9668 -1.0157 0.0157
C 2.7033 -2.2386 -0.5410
C 3.7193 -2.7749 0.4823
C 3.0375 -3.1133 1.8136
C 2.2698 -1.9059 2.3664
C 1.2623 -1.3640 1.3398
C 2.0615 0.5821 -2.4096
C 1.2981 1.3139 -3.5273
C 2.2488 1.8776 -4.5928
C 3.2977 2.8048 -3.9676
C 4.0642 2.0854 -2.8517
C 3.1108 1.5187 -1.7882
H -0.8528 -0.5697 -2.6742
H 1.1955 -2.8393 -2.6996
H 1.1450 -1.5119 -3.8555
H -0.0102 -3.5216 -4.7640
H -1.1338 -2.1748 -4.5755
H -2.1749 -4.2676 -3.7288
H -0.8120 -4.5300 -2.6421
H -2.7812 -2.1850 -2.5185
H -2.6980 -3.5307 -1.3805
H -1.5522 -1.4959 -0.4675
H -0.4209 -2.8355 -0.6804
H 2.7295 -0.2583 0.2667
H 4.4913 -2.0110 0.6527
H 3.2093 -1.9971 -1.4843
H 1.9742 -3.0316 -0.7610
H 4.2295 -3.6588 0.0790
H 3.7785 -3.4598 2.5434
H 2.3352 -3.9442 1.6551
H 1.7518 -2.1758 3.2943
H 2.9835 -1.1088 2.6192
H 0.7505 -0.4768 1.7345
H 0.4896 -2.1238 1.1600
H 2.5909 -0.2817 -2.8530
H 0.5684 0.6448 -3.9993
H 0.7245 2.1368 -3.0753
H 2.7577 1.0435 -5.0973
H 1.6747 2.4106 -5.3596
H 2.7930 3.6861 -3.5473
H 3.9912 3.1689 -4.7334
H 4.7825 2.7658 -2.3807
H 4.6446 1.2594 -3.2870
H 3.6928 0.9938 -1.0219
H 2.5908 2.3459 -1.2818
In -1.7441 2.4387 1.3826
Cl 0.3708 2.6742 2.0645
Cl -3.2193 1.7480 -0.1730
C -2.8052 2.2571 3.1887
H -3.1284 3.1149 3.7447
C -2.9173 0.9776 3.7055
C -3.1716 0.8761 5.0931
C -3.2758 -0.3576 5.7089
C -3.1384 -1.5324 4.9605
C -2.9015 -1.4517 3.5846
C -2.7952 -0.2183 2.9644
H -3.2752 1.7955 5.6711
H -3.4683 -0.4175 6.7797
H -2.8113 -2.3636 2.9952
H -2.6514 -0.1588 1.8811
H -3.2246 -2.5012 5.4441
N -5.1185 4.9148 3.4739
C -3.8246 5.1776 3.1204
N -3.2303 6.3898 3.3260
S -2.9914 4.0810 2.4093
H -5.6954 5.6388 3.9216
H -5.5771 3.9892 3.3142
H -2.2439 6.5951 3.0511
H -3.7515 7.1594 3.7667
*
```

Results
**Energy above the lowest of the compared OMol25 structures with the same formula, charge and spin**: 5.0158 eV
**E_tot**: -80979.91147 eV
**HOMO-LUMO gap**: 3.76 eV
**HOMO**: -1.30 eV

---

Entry from OMol25: a molecular structure, C26H43FN3O2P2PtS2Si2 (wB97M-V/def2-TZVPD).

```
! RIJCOSX wB97M-V def2-TZVPD def2/J DEFGRID3
* xyz 0 2
Pt 0.7764 0.1971 0.3955
C 2.6790 2.1292 2.5774
Si 2.6200 0.3600 1.9358
C 2.6090 -0.7590 3.4456
C 4.2573 0.0104 1.0565
C 5.4757 -0.0605 1.7376
C 6.6582 -0.3191 1.0621
C 6.6395 -0.5126 -0.3142
C 5.4382 -0.4360 -1.0010
C 4.2421 -0.1731 -0.3286
Si 2.5808 -0.0048 -1.1994
C 2.7878 1.5213 -2.3194
C 2.5226 -1.4484 -2.4358
H 3.5904 2.2678 3.1681
H 1.8163 2.3461 3.2099
H 2.6865 2.8553 1.7629
H 3.6101 -0.7538 3.8858
H 2.3586 -1.7931 3.2010
H 1.9186 -0.3865 4.2008
H 5.5087 0.0859 2.8128
H 7.5942 -0.3748 1.6047
H 7.5600 -0.7232 -0.8453
H 5.4355 -0.5886 -2.0765
H 3.6937 1.3989 -2.9206
H 2.8962 2.4369 -1.7335
H 1.9601 1.6620 -3.0209
H 3.2149 -1.2607 -3.2619
H 1.5376 -1.6333 -2.8652
H 2.8429 -2.3676 -1.9397
C -0.9266 -0.6513 5.6527
C -0.8846 -0.8084 4.1509
O -0.5581 0.4743 3.5899
P -0.8071 0.8724 2.0371
S -1.1572 2.8220 1.9770
S 0.3057 -2.1478 1.0495
O -2.2316 0.0925 1.7391
C -3.4211 0.5465 2.3929
C -4.4607 -0.5490 2.3026
H -1.1593 -1.6088 6.1216
H -1.6839 0.0768 5.9458
H 0.0382 -0.3084 6.0270
H -1.8396 -1.1547 3.7572
H -0.1361 -1.5390 3.8484
H -3.7693 1.4645 1.9079
H -3.2058 0.8114 3.4303
H -4.6853 -0.7859 1.2599
H -5.3856 -0.2322 2.7866
H -4.1128 -1.4616 2.7881
C -2.8490 2.9354 -2.4178
N -3.2979 1.5056 -2.1019
C -3.1037 0.6428 -3.3509
N -1.7648 0.7138 -3.8154
C -1.3870 2.1015 -4.0738
N -1.5142 2.9480 -2.8918
C -0.5375 2.6093 -1.8432
P -0.7104 0.8678 -1.2474
C -2.5370 0.9640 -0.9234
C -0.8188 0.0514 -2.9007
H -2.9473 3.5047 -1.4938
H -3.5380 3.3080 -3.1780
H -4.2908 1.5214 -1.8685
H -3.7959 1.0346 -4.0982
H -3.3746 -0.3771 -3.0761
H -2.0329 2.4997 -4.8600
H -0.3550 2.1274 -4.4193
H -0.6615 3.2661 -0.9797
H 0.4696 2.7554 -2.2292
H -2.7011 1.6371 -0.0823
H -2.9227 -0.0240 -0.6834
H -1.1057 -0.9934 -2.7664
H 0.1726 0.0591 -3.3546
F -3.6457 -3.9321 -2.9462
C -2.7345 -3.5328 -2.0268
C -1.3902 -3.7128 -2.2898
C -0.4668 -3.2819 -1.3476
C -0.8693 -2.6604 -0.1602
C -2.2414 -2.5422 0.0833
C -3.1811 -2.9704 -0.8471
H -1.0809 -4.1912 -3.2099
H 0.5894 -3.4286 -1.5198
H -2.5613 -2.0989 1.0171
H -4.2451 -2.8964 -0.6561
*
```

Results
**<S²>**: 0.76
**Energy above the lowest of the compared OMol25 structures with the same formula, charge and spin**: 0.0000 eV
**E_tot**: -98196.88184 eV
**HOMO-LUMO gap (spin up / spin down)**: 5.84 / 5.94 eV
**HOMO (spin up / spin down)**: -6.50 / -6.97 eV